# C19H28N2O

A single C19H28N2O molecule (ωB97M-V/def2-TZVPD, the OMol25 dataset).

Positions of all 50 atoms, in Å:
C1 -5.25816 -2.21461 -1.55006
C2 -5.32944 -1.53690 -0.18477
N1 -4.03266 -1.02868 0.23280
C3 -3.17525 -1.96069 0.93427
C4 -3.40405 -1.92977 2.44628
C5 -3.74765 0.26901 -0.03628
O1 -4.53970 0.97903 -0.63000
C6 -2.38522 0.80295 0.38866
C7 -2.47995 2.29030 0.72790
C8 -1.08292 2.82500 1.01426
C9 -0.15632 2.53666 -0.16188
N2 -0.09931 1.10779 -0.41426
C10 0.92703 0.75646 -1.38732
C11 2.28157 0.69368 -0.75422
C12 3.11643 -0.33164 -0.90358
C13 4.45265 -0.46528 -0.33948
C14 5.03946 0.50228 0.47796
C15 6.31076 0.32216 0.98677
C16 7.02824 -0.82624 0.69333
C17 6.46094 -1.79656 -0.11540
C18 5.18935 -1.61705 -0.62437
C19 -1.41303 0.61989 -0.78483
H1 -6.23968 -2.58595 -1.83173
H2 -4.92866 -1.49675 -2.29632
H3 -4.56083 -3.05007 -1.53677
H4 -6.01026 -0.68488 -0.24011
H5 -5.69254 -2.23642 0.57218
H6 -2.12799 -1.75330 0.71074
H7 -3.39770 -2.96254 0.55664
H8 -2.75632 -2.65305 2.93470
H9 -3.19050 -0.94220 2.84697
H10 -4.43710 -2.17457 2.68083
H11 -1.99019 0.27443 1.25627
H12 -2.92610 2.81771 -0.11685
H13 -3.13124 2.43448 1.59224
H14 -1.11746 3.90049 1.19577
H15 -0.68052 2.33814 1.90489
H16 0.84894 2.89408 0.06904
H17 -0.51513 3.08207 -1.05558
H18 0.68670 -0.22208 -1.81079
H19 0.94827 1.48356 -2.22267
H20 2.55562 1.54792 -0.15439
H21 2.80096 -1.17111 -1.51311
H22 4.49770 1.40354 0.71982
H23 6.74778 1.08290 1.61770
H24 8.02229 -0.96328 1.09270
H25 7.01250 -2.69576 -0.34954
H26 4.75362 -2.37939 -1.25535
H27 -1.33234 -0.44168 -1.03759
H28 -1.81976 1.14921 -1.66568

The structure (SMILES) is CCN(CC)C(=O)[C@@H]1CCCN(C/C=C/c2ccccc2)C1. As for the multiplicity: 1. Its total charge is 0. The largest force on an atom is 0.0107 hartree/bohr. The orbital gap is 9.26 eV. Its energy above the lowest of the compared OMol25 structures with the same formula, charge and spin is 1.198 eV. The energy is -925.54279 hartree.

Atomic partial charges in e from the Löwdin method, atoms 1 to 8:
1 C -0.069
2 C -0.207
3 N -0.070
4 C -0.214
5 C -0.065
6 C -0.432
7 O 0.062
8 C -0.217

***

# C89H220N16O18

A 18-piece molecular cluster, C89H220N16O18 overall at a distorted geometry (ωB97M-V/def2-TZVPD, the OMol25 dataset).

Positions of all 343 atoms, in Å:
C1 3.02681 6.18974 -7.07972
C2 2.53346 5.65208 -5.77164
C3 1.52579 4.48108 -5.87541
O1 0.33516 4.97679 -6.53069
C4 -0.80961 4.12848 -6.65350
N1 3.65701 5.35354 -4.91314
H1 3.01630 5.39031 -7.82061
H2 4.07918 6.47352 -7.07037
H3 2.39977 6.91394 -7.59977
H4 1.98887 6.48167 -5.32075
H5 1.24453 3.99686 -4.94025
H6 1.98698 3.81209 -6.60194
H7 -0.65489 3.20432 -7.21035
H8 -1.71950 4.65030 -6.95001
H9 -1.09916 3.89094 -5.62985
H10 4.25088 6.15239 -5.08422
H11 3.25210 5.44191 -3.99209
C5 -7.19657 4.78665 2.00070
C6 -5.74377 4.73710 1.80731
C7 -5.10501 3.33790 2.04872
O2 -3.67970 3.27215 2.30464
C8 -2.88773 3.77839 1.20393
N2 -5.51690 5.21003 0.46250
H12 -7.53944 4.49864 2.99448
H13 -7.65069 4.13462 1.25455
H14 -7.58437 5.79617 1.86440
H15 -5.34863 5.48329 2.49663
H16 -5.31617 2.69604 1.19343
H17 -5.54428 2.83940 2.91281
H18 -1.95495 3.21648 1.15648
H19 -2.58052 4.82378 1.23372
H20 -3.39349 3.74140 0.23907
H21 -4.53693 5.32647 0.24760
H22 -5.94347 6.12230 0.38563
C9 4.28907 -3.98933 0.38237
C10 5.32146 -3.83489 -0.74701
C11 6.72591 -3.14735 -0.29947
O3 7.71400 -3.21961 -1.30873
C12 7.38053 -2.38340 -2.47027
N3 5.61656 -5.16934 -1.29496
H23 4.63428 -4.75807 1.07373
H24 3.32668 -4.17333 -0.09517
H25 4.23030 -3.01658 0.87063
H26 4.89782 -3.13232 -1.46467
H27 7.18727 -3.62030 0.56746
H28 6.62724 -2.14761 0.12348
H29 7.54047 -1.30999 -2.36872
H30 6.33451 -2.54055 -2.73347
H31 8.00344 -2.72669 -3.29623
H32 5.65517 -5.84109 -0.54173
H33 6.58884 -5.18887 -1.56770
C13 -1.50542 -9.09310 -6.28899
C14 -1.77634 -8.57399 -4.86239
C15 -1.14829 -7.21204 -4.52523
O4 -1.37201 -6.72802 -3.18447
C16 -0.66258 -5.56822 -2.74490
N4 -3.19517 -8.34973 -4.69567
H34 -2.28095 -9.75318 -6.67755
H35 -0.49606 -9.50420 -6.30592
H36 -1.35370 -8.25069 -6.96384
H37 -1.38687 -9.35731 -4.21213
H38 -1.43732 -6.41930 -5.21525
H39 -0.06352 -7.30577 -4.57643
H40 -0.95485 -5.22378 -1.75291
H41 -0.74870 -4.75226 -3.46246
H42 0.42514 -5.60881 -2.80264
H43 -3.71663 -9.14469 -4.35475
H44 -3.19478 -7.75625 -3.87843
C17 3.87483 7.10108 2.08406
C18 2.42470 7.44571 1.94350
C19 1.50107 6.62524 2.88477
O5 1.50490 5.23084 2.50537
C20 0.49284 4.43452 2.90324
N5 2.29201 8.84209 2.18679
H45 4.19402 7.37788 3.08884
H46 4.43273 7.69574 1.36073
H47 3.95168 6.04838 1.81198
H48 2.14305 7.31588 0.89856
H49 0.54528 7.14854 2.85820
H50 1.78257 6.57515 3.93661
H51 0.50311 4.42875 3.99318
H52 0.73533 3.42711 2.56497
H53 -0.47271 4.81635 2.57158
H54 2.48951 9.41202 1.37668
H55 2.95749 9.22296 2.84418
C21 -6.52725 0.78806 -2.39468
C22 -5.88451 1.86789 -1.53597
C23 -4.99309 2.68728 -2.54240
O6 -3.84965 1.98854 -3.06241
C24 -2.88128 2.90180 -3.51808
N6 -6.97362 2.61835 -1.04454
H56 -7.20026 1.19335 -3.15026
H57 -7.02513 0.02361 -1.79816
H58 -5.82874 0.20370 -2.99359
H59 -5.18855 1.44382 -0.81214
H60 -4.71863 3.61558 -2.04138
H61 -5.60637 2.98244 -3.39379
H62 -3.19590 3.49137 -4.37919
H63 -1.99660 2.35196 -3.83921
H64 -2.56019 3.55201 -2.70432
H65 -7.18415 1.93291 -0.33323
H66 -6.70352 3.50356 -0.64014
C25 0.83240 -3.96003 -5.95017
C26 1.07316 -2.49942 -5.97018
C27 0.77651 -1.75525 -7.38225
O7 0.22044 -0.44904 -7.12398
C28 1.18723 0.50893 -6.72336
N7 0.44811 -2.07081 -4.72236
H67 1.18737 -4.38958 -5.01337
H68 1.34547 -4.43475 -6.78653
H69 -0.20760 -4.22328 -6.14311
H70 2.13763 -2.33079 -5.80724
H71 -0.12592 -2.20769 -7.79336
H72 1.62727 -1.87145 -8.05368
H73 1.81121 0.85382 -7.54787
H74 1.80066 0.35481 -5.83564
H75 0.56662 1.38248 -6.52372
H76 -0.48637 -2.40694 -4.90638
H77 0.44913 -1.06291 -4.65704
C29 0.38130 -9.95371 -0.55901
C30 0.52892 -8.49041 -1.10111
C31 0.30713 -7.47198 0.09478
O8 1.23144 -7.67781 1.20430
C32 0.98891 -6.75343 2.24980
N8 1.91276 -8.42644 -1.52316
H78 -0.47501 -9.99300 0.11426
H79 1.21121 -10.36253 0.01737
H80 0.20302 -10.76873 -1.26049
H81 -0.04692 -8.38028 -2.02001
H82 -0.71333 -7.63190 0.44289
H83 0.31369 -6.43035 -0.22628
H84 1.10305 -5.77919 1.77446
H85 1.75398 -6.72560 3.02570
H86 -0.04062 -6.79028 2.60589
H87 2.33478 -8.43030 -0.60557
H88 2.04623 -7.46222 -1.79249
C33 -5.66013 -1.18145 4.58329
C34 -4.24681 -1.74267 4.79594
C35 -3.20711 -1.06143 3.84937
O9 -3.41270 -1.31315 2.49952
C36 -4.12196 -0.32109 1.72496
N9 -3.83871 -1.60833 6.16456
H89 -5.75738 -0.09963 4.49210
H90 -6.40193 -1.52148 5.30594
H91 -5.95864 -1.68557 3.66414
H92 -4.33435 -2.79178 4.51345
H93 -2.27652 -1.49198 4.21913
H94 -3.07063 0.00603 4.02259
H95 -5.10569 -0.10166 2.13997
H96 -4.34455 -0.60318 0.69589
H97 -3.51107 0.58150 1.70947
H98 -3.64800 -0.64025 6.38028
H99 -4.48841 -1.86610 6.89363
C37 -3.65608 -6.59877 4.66910
C38 -2.38075 -6.23306 3.86685
C39 -2.42608 -4.96949 2.96981
O10 -3.36562 -5.20232 1.93697
C40 -4.55761 -4.38303 2.00564
N10 -1.32992 -6.10142 4.83261
H100 -4.48027 -6.58874 3.95586
H101 -3.98438 -5.87990 5.41980
H102 -3.59408 -7.57879 5.14220
H103 -2.23850 -7.13747 3.27532
H104 -1.58283 -4.65066 2.35714
H105 -2.55869 -4.05640 3.55012
H106 -4.45137 -3.31832 1.79776
H107 -5.11528 -4.44873 2.93988
H108 -5.28255 -4.79738 1.30503
H109 -1.61905 -5.33492 5.42337
H110 -1.36872 -6.89742 5.45306
C41 1.83461 1.92171 6.21970
C42 1.21948 0.64572 5.73993
C43 -0.03608 0.29290 6.56895
O11 0.37288 -0.05925 7.93109
C44 -0.73559 -0.61307 8.62940
N11 0.96159 0.71226 4.27537
H111 2.69477 2.16663 5.59662
H112 1.99772 1.84430 7.29465
H113 1.13906 2.75148 6.09397
H114 1.89823 -0.17220 5.98159
H115 -0.47970 -0.59677 6.12197
H116 -0.72129 1.13942 6.61342
H117 -0.40272 -0.56928 9.66640
H118 -0.84521 -1.67336 8.40167
H119 -1.62526 0.01495 8.58249
H120 0.17038 1.28645 4.02162
H121 0.56782 -0.15125 3.92985
C45 5.89699 2.34637 4.36495
C46 5.56648 3.80520 3.79143
C47 6.87141 4.62377 3.74769
C48 7.78838 4.14880 2.71300
C49 7.14003 4.18787 1.33934
C50 5.90525 3.32318 1.25482
N12 5.03584 3.67523 2.43125
O12 3.77028 3.11836 2.39403
C51 5.25249 3.76733 -0.09586
C52 6.29105 1.77768 1.21574
C53 4.58827 4.57193 4.76692
H122 6.84018 1.88535 4.07175
H123 5.18863 1.59093 4.02489
H124 5.76285 2.25226 5.44255
H125 6.57447 5.66827 3.65295
H126 7.36883 4.57464 4.71632
H127 8.25188 3.18448 2.92119
H128 8.67375 4.78456 2.71755
H129 7.88205 3.61338 0.78484
H130 7.00118 5.21530 1.00291
H131 5.87975 3.42993 -0.92097
H132 4.29124 3.25346 -0.10199
H133 5.08189 4.84372 -0.11531
H134 6.75471 1.53739 0.25898
H135 7.01518 1.52854 1.99141
H136 5.43405 1.11019 1.30568
H137 4.30675 5.48035 4.23438
H138 4.98150 4.92328 5.72088
H139 3.76614 3.96595 5.14770
H140 3.22825 3.90915 2.44358
C54 -1.39415 7.74859 -4.73030
C55 -1.69717 7.14709 -3.27616
C56 -0.66371 6.02060 -3.06581
C57 -0.56154 5.52619 -1.59730
C58 -0.36126 6.66049 -0.64836
C59 -1.31358 7.85177 -0.83905
N13 -1.46603 8.17832 -2.24893
O13 -2.24539 9.33779 -2.43676
C60 -2.62388 7.48602 -0.08864
C61 -0.73412 9.02121 -0.03796
C62 -3.13767 6.56604 -3.16511
H141 -1.20594 6.98692 -5.48698
H142 -0.43253 8.26166 -4.74206
H143 -2.23079 8.32306 -5.12793
H144 -0.88558 5.20477 -3.75378
H145 0.35302 6.26553 -3.37303
H146 0.26276 4.81310 -1.58594
H147 -1.41223 4.95505 -1.22552
H148 0.67126 6.99801 -0.73830
H149 -0.41509 6.07618 0.27021
H150 -3.35647 8.29105 -0.14639
H151 -3.10062 6.57460 -0.44939
H152 -2.46921 7.21332 0.95530
H153 -1.34889 9.92106 -0.05918
H154 -0.55696 8.77603 1.00922
H155 0.22700 9.42615 -0.35478
H156 -3.92307 7.29875 -2.97967
H157 -3.12255 5.80350 -2.38638
H158 -3.22903 6.08495 -4.13892
H159 -1.58312 9.99298 -2.66854
C63 -4.14332 -4.24435 -3.83589
C64 -4.62607 -2.78195 -3.40404
C65 -3.60586 -1.66596 -3.78119
C66 -3.60897 -1.28186 -5.27928
C67 -5.01109 -0.88186 -5.76890
C68 -6.08764 -1.93096 -5.43722
N14 -5.92479 -2.33587 -3.98784
O14 -6.95079 -3.12530 -3.51813
C69 -7.47429 -1.23493 -5.67980
C70 -5.90019 -3.13244 -6.41799
C71 -4.65586 -2.66691 -1.81478
H160 -5.00766 -4.87087 -4.05610
H161 -3.68528 -4.72592 -2.97196
H162 -3.53969 -4.37975 -4.73333
H163 -3.82925 -0.78902 -3.17359
H164 -2.58440 -1.98276 -3.57057
H165 -3.30058 -2.17194 -5.82769
H166 -2.93076 -0.49383 -5.60660
H167 -5.02616 -0.63470 -6.83041
H168 -5.14804 0.05123 -5.22238
H169 -7.64501 -0.44955 -4.94349
H170 -7.35236 -0.69098 -6.61647
H171 -8.35226 -1.88032 -5.70711
H172 -4.85159 -3.42892 -6.39257
H173 -6.57327 -3.98198 -6.30236
H174 -6.03379 -2.74479 -7.42793
H175 -5.34657 -3.40671 -1.41015
H176 -4.83526 -1.66612 -1.42193
H177 -3.77745 -2.88795 -1.20844
H178 -6.93271 -3.90215 -4.08184
C72 0.08185 -1.10421 1.78168
C73 0.08927 -1.42544 0.23318
C74 -1.34913 -1.19386 -0.48011
C75 -1.67319 0.28404 -0.72102
C76 -0.54754 0.85873 -1.64907
C77 0.90239 0.75381 -1.04007
N15 1.11657 -0.63196 -0.61313
O15 2.40441 -0.94926 -0.18726
C78 1.84682 1.05725 -2.21740
C79 1.12673 1.72257 0.13929
C80 0.32418 -2.97523 0.13344
H179 -0.37266 -0.13968 2.00798
H180 1.05466 -1.04068 2.26924
H181 -0.56825 -1.84300 2.25035
H182 -1.52842 -1.86139 -1.32294
H183 -2.14514 -1.52714 0.18574
H184 -1.69760 0.89982 0.17805
H185 -2.64746 0.39377 -1.19730
H186 -0.92418 1.86319 -1.84219
H187 -0.57571 0.45234 -2.66009
H188 1.48798 1.88545 -2.82849
H189 2.81032 1.45730 -1.90160
H190 2.05499 0.16735 -2.81140
H191 0.96047 2.74988 -0.18488
H192 0.58359 1.58184 1.07379
H193 2.17822 1.73749 0.42607
H194 0.17650 -3.42508 -0.84836
H195 -0.53406 -3.43293 0.62542
H196 1.21797 -3.30738 0.66156
H197 2.50417 -0.40547 0.59755
C81 5.32584 -0.75504 5.89498
C82 4.99780 -2.19234 5.77798
C83 4.24267 -2.52745 7.03866
C84 3.70180 -3.92352 7.13774
C85 2.70711 -4.02971 5.99892
C86 3.23658 -3.68443 4.59760
N16 4.10512 -2.46004 4.62416
O16 4.61446 -2.10525 3.40648
C87 3.93378 -4.94939 4.07923
C88 2.05384 -3.35764 3.72830
C89 6.25328 -3.10879 5.72744
H198 4.52063 -0.07712 6.17809
H199 5.67946 -0.44415 4.91191
H200 6.10253 -0.56023 6.63450
H201 4.83763 -2.39649 7.94252
H202 3.33136 -1.93011 7.06711
H203 3.16685 -4.00605 8.08385
H204 4.49080 -4.67365 7.08404
H205 1.80382 -3.51406 6.32493
H206 2.47998 -5.09571 6.01048
H207 3.31652 -5.83129 4.25055
H208 3.85967 -4.84741 2.99654
H209 4.97713 -5.07917 4.36677
H210 2.43541 -3.13138 2.73265
H211 1.46042 -4.24624 3.51301
H212 1.38920 -2.55555 4.04923
H213 6.92077 -2.86013 6.55250
H214 6.60056 -2.81728 4.73621
H215 6.10543 -4.17963 5.86717
H216 3.90780 -1.50392 3.16025
O17 2.19843 -2.79602 -2.47265
H217 1.59523 -2.61806 -3.19424
H218 1.92539 -2.19649 -1.77821
O18 3.34995 0.21733 2.72363
H219 3.63295 1.13156 2.70566
H220 2.64024 0.19837 3.36564

As for the multiplicity: 1. Its total charge is 0. The largest force on an atom is 0.0939 hartree/bohr. The orbital gap is 7.81 eV. The energy is -5752.72527 hartree.

Atomic partial charges in e from the Löwdin method, atoms 1 to 8:
1 C -0.058
2 C -0.471
3 C -0.154
4 O -0.214
5 C -0.090
6 N 0.045
7 H 0.077
8 H 0.079

***

# C13H15N3O4S2

C13H15N3O4S2 as an isolated structure at a distorted geometry (ωB97M-V/def2-TZVPD, the OMol25 dataset).

Positions of all 37 atoms, in Å:
C1 -0.63237 -3.27587 1.07397
H1 -0.31186 -3.78540 0.04121
H2 -0.09442 -3.76031 1.78466
H3 -1.70031 -3.18607 1.09937
O1 -0.10433 -2.14283 0.83026
C2 0.93252 -1.85339 0.29603
O2 1.44236 -2.78361 -0.19643
C3 1.39696 -0.34604 0.13643
C4 0.58521 0.72290 0.56844
N1 -0.61934 0.60604 1.11886
C5 -1.45379 1.97810 1.33108
O3 -1.01950 2.98301 1.08969
C6 -2.83860 1.34554 1.51017
H4 -2.94039 0.93503 2.50967
H5 -3.32889 2.46996 1.74305
C7 -3.63725 0.86128 0.54549
H6 -4.61400 0.79472 0.60206
S1 -3.16041 1.61942 -1.06961
C8 -2.33720 0.23999 -1.76481
N2 -2.59208 -0.83011 -0.79280
C9 -3.21663 -0.61124 0.17728
O4 -3.49585 -1.29417 1.31573
N3 -1.85805 0.18850 -2.83003
H7 -1.82109 0.94809 -3.28017
H8 -1.45365 -0.62782 -3.43063
H9 -0.94889 -0.25660 1.26736
S2 1.43336 2.02820 0.45366
C10 2.88583 1.57778 -0.18699
C11 2.62326 0.02903 -0.10015
C12 3.78893 -0.91621 -0.62075
H10 3.92820 -1.55228 -0.00808
H11 3.40047 -1.38683 -1.73807
H12 4.71972 -0.31307 -0.85068
C13 4.00857 2.10860 -0.56677
H13 3.77564 3.22458 -0.40230
H14 4.93783 2.18482 0.10485
H15 4.32005 2.07627 -1.76106

As for the multiplicity: 1. Its total charge is 0. The largest force on an atom is 0.3367 hartree/bohr. The orbital gap is 6.77 eV. Its energy above the lowest of the compared OMol25 structures with the same formula, charge and spin is 14.848 eV. The energy is -1765.51712 hartree.

Atomic partial charges in e from the Löwdin method, atoms 1 to 8:
1 C -0.076
2 H 0.154
3 H 0.081
4 H 0.092
5 O -0.013
6 C -0.518
7 O 0.126
8 C -0.124

***

> Which formula does entry 1 have?

C19H28N2O